Version A
# C4H6N4

C4H6N4 in the gas phase (wB97M-V/def2-TZVPD, the OMol25 dataset).

Each line ends with the natural charge from an NBO analysis.
Positions of all 14 atoms, in Å:
N 0.723 1.294 -0.155  -0.548
N 2.430 -0.532 0.193  -0.911
N -2.452 0.330 -0.084  -0.111
N -3.271 -0.601 0.225  -0.367
C -0.601 1.326 -0.080  0.000
C -0.018 -0.925 -0.497  -0.332
C 1.123 -0.171 -0.253  0.321
C -1.067 0.131 -0.318  -0.046
H 2.969 -0.557 1.205  0.416
H -0.219 -1.970 -0.663  0.244
H -1.102 2.346 -0.086  0.239
H -2.856 -1.467 0.495  0.277
H 1.442 2.130 0.307  0.429
H 2.898 -1.335 -0.291  0.388

Properties
Frontier orbital gap ... 8.50 eV
HOMO level ... -7.982 eV

Version B
# C4H6N4

C4H6N4 in the gas phase (wB97M-V/def2-TZVPD, the OMol25 dataset).

Each line ends with the natural charge from an NBO analysis.
Positions of all 14 atoms, in Å:
N -1.626 1.710 0.346  -0.666
N -1.746 -1.136 -0.120  -0.749
N 0.776 1.294 -0.259  -0.650
N 2.842 0.294 0.099  -0.679
C -0.631 0.924 0.049  0.398
C 1.528 0.093 -0.010  0.395
C -0.495 -0.552 0.075  0.208
C 0.792 -0.988 0.223  -0.403
H 1.100 -1.969 0.681  0.255
H -2.548 1.177 0.154  0.332
H -2.553 -0.668 -0.476  0.393
H 0.811 2.441 -0.432  0.468
H 3.422 -0.623 -0.030  0.334
H -1.671 -1.996 -0.300  0.364

Properties
Frontier orbital gap ... 8.33 eV
HOMO level ... -8.484 eV

Which structure loses on stability? version A does.

Version A
# C3H11N4O

A 2-piece molecular cluster, C3H11N4O overall (wB97M-V/def2-TZVPD, the OMol25 dataset).

Each line ends with the natural charge from an NBO analysis.
Positions of all 19 atoms, in Å:
O 0.263 1.377 -1.953  -0.410
N 0.553 2.839 -0.361  -0.377
N 0.250 0.402 -1.166  -0.112
N -0.352 -0.894 0.540  -0.375
N 0.575 2.024 0.628  -0.306
C -0.477 0.435 -0.140  0.089
C 0.993 -1.457 0.572  -0.464
C -1.303 -1.798 -0.067  -0.442
H 1.044 -2.423 1.086  0.249
H -1.462 -2.719 0.491  0.243
H -0.614 -0.743 1.551  0.445
H 1.316 1.319 0.579  0.367
H -0.361 3.412 -0.500  0.436
H -2.365 -1.248 -0.085  0.239
H 1.687 -0.928 1.209  0.230
H 1.426 -1.364 -0.442  0.276
H -1.413 0.971 0.099  0.222
H -1.107 -2.175 -1.059  0.260
H 1.347 2.971 -0.984  0.429

Properties
Net charge ... +1
Frontier orbital gap ... 8.57 eV
HOMO level ... -12.595 eV

Version B
# C3H11N4O

A 2-piece molecular cluster, C3H11N4O overall (wB97M-V/def2-TZVPD, the OMol25 dataset).

Each line ends with the natural charge from an NBO analysis.
Positions of all 19 atoms, in Å:
O 1.081 -0.794 0.762  -0.679
N -1.431 1.001 -0.085  -0.495
N -1.761 -0.445 1.691  -0.720
N 2.267 -0.082 -1.066  -0.825
N 0.948 -1.992 -1.198  -0.828
C -1.374 0.704 1.178  0.432
C -1.053 2.300 -0.637  -0.415
C 1.389 -0.901 -0.407  0.776
H 2.564 0.743 -0.572  0.415
H -1.028 1.484 1.848  0.225
H 0.650 -1.751 -2.140  0.375
H -1.886 0.353 -0.700  0.417
H -1.613 -1.306 1.198  0.426
H -0.901 2.997 0.185  0.226
H -0.131 2.227 -1.208  0.226
H -1.854 2.686 -1.261  0.237
H 0.135 -2.384 -0.737  0.375
H -1.703 -0.570 2.696  0.434
H 2.200 -0.147 -2.068  0.398

Properties
Net charge ... +1
Frontier orbital gap ... 10.22 eV
HOMO level ... -13.656 eV

Which structure loses on stability? version A does.

Version A
# CH3O3S

An isolated ion of composition CH3O3S and charge -1 (wB97M-V/def2-TZVPD, the OMol25 dataset).

Each line ends with the natural charge from an NBO analysis.
Positions of all 8 atoms, in Å:
S 0.954 -0.487 0.015  0.588
O 0.728 -1.475 1.030  -1.094
O -0.390 0.727 0.935  -0.715
O -1.706 0.321 -0.684  -0.709
C -0.686 0.788 -0.320  0.496
H 1.859 -1.216 -1.045  -0.156
H -0.709 -0.140 1.016  0.491
H -0.050 1.482 -0.947  0.099

Properties
Net charge ... -1
Frontier orbital gap ... 6.28 eV
HOMO level ... -2.139 eV

Version B
# CH3O3S

A 2-piece molecular cluster, CH3O3S overall (wB97M-V/def2-TZVPD, the OMol25 dataset).

Each line ends with the natural charge from an NBO analysis.
Positions of all 8 atoms, in Å:
S 0.348 -2.066 1.469  0.595
O -1.148 -1.811 1.657  -1.078
O 0.454 -3.739 1.215  -0.952
O 0.175 3.972 -0.735  -0.517
C 0.102 2.826 -1.162  0.251
H -0.099 2.036 -0.502  0.150
H -0.121 2.820 -2.193  0.111
H 0.290 -4.039 0.249  0.440

Properties
Net charge ... -1
Frontier orbital gap ... 4.42 eV
HOMO level ... -1.325 eV

Which structure loses on stability? version A does.

Version A
# C6H11N4

An isolated ion of composition C6H11N4 and charge +1 (wB97M-V/def2-TZVPD, the OMol25 dataset).

Each line ends with the natural charge from an NBO analysis.
Positions of all 21 atoms, in Å:
N -2.291 -0.417 -0.082  -0.126
N -3.008 0.646 0.184  0.078
N -2.333 1.742 0.289  -0.044
N -1.041 1.489 0.088  -0.168
C 0.787 0.064 -0.427  -0.349
C -0.640 0.277 -0.289  0.510
C 1.310 1.532 -0.404  -0.386
C -2.802 -1.665 -0.241  -0.469
C 1.265 -0.815 0.689  -0.602
C 0.048 2.447 0.082  -0.232
H -3.657 -1.950 0.415  0.274
H 2.370 -0.608 0.792  0.246
H -2.127 -2.536 -0.194  0.261
H 0.752 -0.601 1.665  0.222
H -3.301 -1.563 -1.274  0.240
H -0.147 3.379 -0.612  0.265
H 1.089 -1.875 0.532  0.239
H 2.148 1.654 0.319  0.253
H 0.113 2.853 1.093  0.247
H 1.200 -0.490 -1.380  0.289
H 1.644 1.833 -1.407  0.252

Properties
Net charge ... +1
Frontier orbital gap ... 9.91 eV
HOMO level ... -14.370 eV

Version B
# C6H11N4

An isolated ion of composition C6H11N4 and charge +1 (wB97M-V/def2-TZVPD, the OMol25 dataset).

Each line ends with the natural charge from an NBO analysis.
Positions of all 21 atoms, in Å:
N -2.252 0.470 -1.391  -0.474
N 0.293 -0.581 0.931  -0.265
N 0.117 0.730 -1.627  -0.502
N 0.426 -0.807 2.355  -0.638
C 1.466 0.100 0.509  -0.240
C -2.959 0.284 -0.342  0.141
C -0.922 -0.330 0.411  0.220
C 1.485 0.174 -1.038  -0.229
C -1.009 -0.108 -1.142  0.024
C -2.231 -0.238 0.792  -0.393
H -1.098 -1.074 -1.616  0.264
H 0.401 0.159 2.768  0.357
H 2.326 0.948 -1.488  0.257
H 1.708 -0.802 -1.567  0.252
H 0.118 0.821 -2.623  0.446
H 1.395 1.153 0.866  0.188
H 2.335 -0.454 0.851  0.274
H -4.117 0.488 -0.335  0.240
H -2.516 -0.077 1.856  0.252
H 0.000 1.694 -1.380  0.435
H -0.401 -1.448 2.588  0.391

Properties
Net charge ... +1
Frontier orbital gap ... 8.66 eV
HOMO level ... -12.293 eV

Version C
# C6H11N4

An isolated ion of composition C6H11N4 and charge +1 (wB97M-V/def2-TZVPD, the OMol25 dataset).

Each line ends with the natural charge from an NBO analysis.
Positions of all 21 atoms, in Å:
N -3.925 -0.341 -0.017  -0.684
N -0.266 0.278 0.023  0.011
N 0.324 -0.942 -0.009  -0.336
N -1.527 0.612 -0.014  -0.394
C 0.705 1.217 0.010  0.222
C 2.587 -1.963 -0.066  -0.656
C 1.932 0.554 -0.020  -0.304
C -2.713 -0.726 0.201  0.323
C 0.377 2.657 -0.008  -0.655
C 1.676 -0.800 -0.027  0.219
H 1.267 3.248 0.175  0.246
H 2.893 1.026 -0.037  0.255
H 2.825 -2.228 -1.096  0.251
H -0.037 2.932 -0.979  0.251
H -4.719 -0.964 0.070  0.438
H -0.380 2.880 0.741  0.253
H 2.135 -2.829 0.412  0.231
H -2.404 -1.715 0.481  0.201
H -4.081 0.631 -0.258  0.447
H -0.188 -1.809 -0.020  0.423
H 3.518 -1.720 0.438  0.256

Properties
Net charge ... +1
Frontier orbital gap ... 7.23 eV
HOMO level ... -11.317 eV

Which structure loses on stability? version A does.

Version A
# C6H14NS

A 2-piece molecular cluster, C6H14NS overall (wB97M-V/def2-TZVPD, the OMol25 dataset).

Each line ends with the natural charge from an NBO analysis.
Positions of all 22 atoms, in Å:
S 1.494 -0.622 -0.819  -0.745
N -2.051 -1.666 -0.317  -0.615
C 1.487 2.162 -0.435  -0.406
C -1.407 -2.486 -1.317  -0.400
C -2.269 -0.765 1.876  -0.600
C 0.763 0.867 -0.034  -0.513
C 2.919 2.211 0.089  -0.615
C -1.547 -1.361 0.915  0.046
H -1.809 -0.521 2.823  0.194
H -2.108 -3.256 -1.662  0.155
H 2.950 2.062 1.173  0.184
H -0.506 -1.622 1.062  0.228
H -0.516 -2.953 -0.907  0.229
H 0.911 3.030 -0.088  0.165
H -3.310 -0.502 1.733  0.170
H -1.068 -1.897 -2.172  0.206
H 3.381 3.180 -0.119  0.175
H 0.818 0.767 1.057  0.169
H -0.288 0.934 -0.319  0.178
H 1.520 2.166 -1.530  0.194
H -2.841 -1.132 -0.631  0.365
H 3.479 1.404 -0.378  0.235

Properties
Net charge ... -1
Frontier orbital gap ... 6.28 eV
HOMO level ... -2.410 eV

Version B
# C6H14NS

An isolated ion of composition C6H14NS and charge -1 (wB97M-V/def2-TZVPD, the OMol25 dataset).

Each line ends with the natural charge from an NBO analysis.
Positions of all 22 atoms, in Å:
S 0.625 0.598 4.752  -0.738
N 0.606 -1.349 -0.149  -0.608
C 0.520 -0.482 2.169  -0.399
C -0.297 0.380 3.139  -0.516
C -0.246 -0.599 0.733  -0.241
C 0.365 0.534 -1.924  -0.426
C -0.918 0.997 -2.658  -0.618
C 0.412 -1.002 -1.574  -0.218
H -1.020 2.005 -3.079  0.204
H -0.601 0.423 0.439  0.152
H 1.381 0.193 2.015  0.196
H 1.279 -1.400 -2.151  0.189
H -1.134 0.376 -3.560  0.192
H 0.475 1.112 -1.013  0.213
H -0.320 1.400 2.762  0.177
H -1.168 -1.124 0.895  0.172
H -1.343 0.054 3.106  0.160
H 1.206 0.857 -2.615  0.183
H 1.623 -1.028 0.027  0.341
H -0.565 -1.368 -1.884  0.176
H -1.661 0.943 -1.891  0.206
H 0.782 -1.521 2.461  0.204

Properties
Net charge ... -1
Frontier orbital gap ... 5.44 eV
HOMO level ... -2.264 eV

Which structure loses on stability? version B does.

Version A
# H3NO2S

H3NO2S in the gas phase (wB97M-V/def2-TZVPD, the OMol25 dataset).

Each line ends with the natural charge from an NBO analysis.
Positions of all 7 atoms, in Å:
S 1.040 0.513 -0.663  1.280
O 1.621 -0.319 0.410  -0.907
O -0.622 0.575 -0.400  -0.565
N -1.081 -0.577 0.343  -0.528
H 0.838 1.994 -0.575  0.007
H -0.413 -0.837 1.047  0.367
H -1.384 -1.350 -0.161  0.347

Properties
Frontier orbital gap ... 9.83 eV
HOMO level ... -9.494 eV

Version B
# H3NO2S

A 2-piece molecular cluster, H3NO2S overall (wB97M-V/def2-TZVPD, the OMol25 dataset).

Each line ends with the natural charge from an NBO analysis.
Positions of all 7 atoms, in Å:
S 1.365 0.461 -0.198  1.108
O 0.085 0.566 0.532  -0.725
O 1.923 -1.081 -0.120  -0.882
N -1.551 0.243 -0.529  -0.620
H -1.733 1.220 -0.735  0.310
H -2.128 -0.001 0.271  0.314
H 2.039 -1.408 0.778  0.494

Properties
Frontier orbital gap (alpha / beta) ... 8.39 / 9.11 eV
HOMO level (alpha / beta) ... -9.072 / -8.746 eV

Version C
# H3NO2S

A 2-piece molecular cluster, H3NO2S overall (wB97M-V/def2-TZVPD, the OMol25 dataset).

Each line ends with the natural charge from an NBO analysis.
Positions of all 7 atoms, in Å:
S 1.999 0.079 0.596  0.333
O -0.637 -0.472 0.548  -0.347
O 1.565 1.688 0.377  -0.827
N -1.214 -0.924 -0.546  -0.341
H -1.563 -0.456 -1.295  0.348
H 0.840 1.988 1.053  0.496
H -0.990 -1.904 -0.732  0.339

Properties
Frontier orbital gap (alpha / beta) ... 8.82 / 7.51 eV
HOMO level (alpha / beta) ... -8.942 / -8.534 eV

Which structure loses on stability? version C does.

Version A
# C6H6

C6H6 in the gas phase (wB97M-V/def2-TZVPD, the OMol25 dataset).

Each line ends with the natural charge from an NBO analysis.
Positions of all 12 atoms, in Å:
C -0.461 -0.391 -1.266  -0.219
C 1.415 0.288 0.223  -0.220
C -0.884 0.404 1.039  -0.238
C 0.946 -0.353 -0.975  -0.241
C -1.433 0.062 -0.207  -0.213
C 0.549 0.336 1.306  -0.212
H -1.510 0.247 1.896  0.214
H -0.945 -0.983 -2.180  0.222
H -2.519 -0.117 -0.469  0.225
H 2.370 0.898 0.256  0.227
H 0.965 0.250 2.343  0.224
H 1.508 -0.640 -1.965  0.231

Properties
Frontier orbital gap ... 9.61 eV
HOMO level ... -8.828 eV

Version B
# C6H6

C6H6 in the gas phase (wB97M-V/def2-TZVPD, the OMol25 dataset).

Each line ends with the natural charge from an NBO analysis.
Positions of all 12 atoms, in Å:
C 2.444 1.016 -0.018  -0.218
C -1.667 0.422 0.058  -0.617
C -0.847 -0.816 -2.014  0.245
C 1.598 0.156 -0.074  -0.020
C 0.592 -0.901 -0.197  -0.474
C -0.730 -0.388 -0.788  -0.353
H -2.538 0.757 -0.507  0.232
H 0.370 -1.346 0.781  0.247
H 3.199 1.767 0.012  0.239
H -2.024 -0.184 0.898  0.224
H 0.996 -1.707 -0.820  0.261
H -1.164 1.303 0.469  0.233

Properties
Frontier orbital gap ... 9.79 eV
HOMO level ... -9.996 eV

Which structure loses on stability? version B does.

Version A
# C19H31NO2S

C19H31NO2S in the gas phase (wB97M-V/def2-TZVPD, the OMol25 dataset).

Each line ends with the natural charge from an NBO analysis.
Positions of all 54 atoms, in Å:
S -2.994 -0.106 0.608  0.129
O 2.241 2.912 -0.443  -0.601
O 1.776 -0.552 1.450  -0.604
N 0.411 -1.425 -1.009  -0.366
C 0.326 -0.092 -1.001  0.412
C 1.377 -3.530 -1.374  -0.407
C 1.307 0.733 -0.457  -0.447
C -4.018 2.167 -0.582  -0.623
C -4.279 -1.651 2.474  -0.617
C 1.581 -2.199 -0.660  -0.220
C -4.020 -0.201 2.117  -0.501
C -0.653 -2.295 -1.486  -0.218
C -2.927 1.726 0.383  -0.304
C -1.523 2.207 0.009  -0.415
C 0.254 2.666 -1.702  -0.484
C 2.186 0.250 0.622  0.607
C -1.068 1.960 -1.434  -0.215
C -0.854 0.482 -1.737  -0.472
C 4.473 0.012 1.645  -0.389
C 5.851 0.643 1.785  -0.599
C 1.367 2.141 -0.808  0.576
C -0.131 -3.711 -1.256  -0.407
C 3.581 0.819 0.707  -0.513
H -3.473 0.306 2.914  0.209
H 0.181 3.744 -1.545  0.230
H 5.769 1.651 2.185  0.201
H -3.968 3.243 -0.737  0.208
H -0.386 -4.046 -0.251  0.209
H -0.833 -2.120 -2.553  0.190
H -4.954 0.327 1.918  0.204
H -0.809 1.743 0.691  0.232
H -1.580 -2.108 -0.938  0.222
H -4.885 -1.709 3.376  0.217
H -1.754 -0.074 -1.475  0.240
H -3.913 1.665 -1.540  0.208
H 6.346 0.701 0.818  0.197
H -0.690 0.354 -2.813  0.229
H -4.805 -2.153 1.665  0.211
H -3.339 -2.170 2.649  0.215
H 1.671 -3.451 -2.422  0.199
H 0.555 2.504 -2.742  0.222
H 3.493 1.848 1.064  0.262
H -4.999 1.922 -0.180  0.215
H 2.486 -1.669 -0.970  0.211
H 4.012 0.876 -0.295  0.215
H -1.825 2.358 -2.118  0.213
H -1.496 3.286 0.188  0.214
H -3.145 2.117 1.381  0.219
H -0.536 -4.420 -1.975  0.219
H 1.634 -2.340 0.427  0.238
H 6.476 0.056 2.456  0.205
H 4.572 -1.008 1.262  0.189
H 1.942 -4.335 -0.911  0.222
H 3.991 -0.053 2.621  0.212

Properties
Frontier orbital gap ... 8.72 eV
HOMO level ... -8.094 eV

Version B
# C19H31NO2S

C19H31NO2S as an isolated structure (wB97M-V/def2-TZVPD, the OMol25 dataset).

Each line ends with the natural charge from an NBO analysis.
Positions of all 54 atoms, in Å:
S -6.005 0.235 0.597  0.372
O 0.791 3.383 -0.761  -0.546
O -3.206 0.435 1.553  -0.635
N -2.270 -1.259 0.335  -0.525
C -7.085 -0.808 -0.270  -0.270
C -0.215 -0.240 -0.629  -0.469
C 1.051 0.562 -0.254  -0.095
C 1.071 2.300 -1.779  -0.084
C 1.923 -0.292 0.493  -0.369
C -0.862 -1.025 0.253  -0.224
C 0.735 1.854 0.845  -0.422
C 4.660 -2.022 1.045  -0.595
C -1.437 2.936 0.111  -0.713
C 2.572 -1.608 -0.253  -0.387
C -4.534 -0.892 0.226  -0.254
C -3.290 -0.488 0.608  0.571
C -5.213 -1.667 -0.595  -0.043
C 3.411 -2.726 0.411  -0.192
C 0.200 3.101 0.237  0.303
C 3.694 -3.807 -0.180  -0.613
C 1.720 1.211 -1.180  -0.462
C -6.561 -1.696 -1.010  -0.316
C 0.226 4.152 1.517  -0.583
H -0.359 -1.943 0.512  0.216
H 1.545 1.939 1.494  0.211
H 5.231 -2.800 1.682  0.212
H 2.894 -2.918 1.561  0.169
H 1.427 4.239 1.574  0.195
H 1.873 -2.049 -0.756  0.172
H 5.250 -1.569 0.002  0.173
H 0.050 1.275 1.708  0.224
H -7.914 -0.451 -0.276  0.184
H 4.342 -3.567 -1.176  0.180
H 2.805 1.615 -0.945  0.258
H 1.595 2.940 -2.728  0.222
H -1.596 2.583 -0.936  0.182
H -2.032 2.370 0.889  0.257
H -1.053 -0.442 1.431  0.228
H -4.324 -2.613 -1.294  0.120
H 2.910 0.279 0.969  0.208
H -0.253 3.679 2.245  0.202
H 0.124 -0.761 -1.531  0.212
H -1.897 3.878 -0.088  0.207
H 1.908 0.408 -2.146  0.195
H -6.927 -2.404 -1.665  0.240
H 3.069 -0.991 -1.062  0.194
H 1.554 -0.960 1.374  0.227
H -2.424 -1.784 -0.823  0.334
H 4.288 -4.557 0.275  0.231
H 0.096 2.261 -2.340  0.207
H -0.866 0.753 -0.959  0.253
H -0.071 5.216 0.699  0.209
H 2.866 -4.193 -0.574  0.214
H 4.509 -1.068 1.568  0.214

Properties
Frontier orbital gap ... 8.55 eV
HOMO level ... -8.666 eV

Which structure loses on stability? version B does.